Formula: C44H54F2N8O3SeY
Source: the OMol25 dataset
Level of theory: ωB97M-V/def2-TZVPD

Values from the calculation:
Strongest force on any atom (hartree/bohr): 0.0140
Energy above the lowest of the compared OMol25 structures with the same formula, charge and spin (kJ/mol): 0.00
LUMO (eV): -7.14
E (eV): -136375.378
Kohn-Sham gap (eV): 6.314
E_HOMO (eV): -13.5

```
! RIJCOSX wB97M-V def2-TZVPD def2/J DEFGRID3
* xyz 3 1
Y 1.88976 0.21551 0.66066
C -2.99510 -6.10546 -0.66561
C -1.64395 -5.93416 -1.32732
N -1.13861 -4.54922 -1.20516
C -0.27172 -4.26954 -0.23058
C 0.28471 -3.03066 -0.00414
C 1.16860 -2.89257 1.20945
O 1.01742 -3.62618 2.16779
O 2.01300 -1.91138 1.14519
C -0.10703 -1.94735 -0.82212
O 0.31432 -0.75456 -0.69504
C -1.12615 -2.22580 -1.82282
C -1.60677 -1.18021 -2.62610
C -2.53002 -1.45083 -3.59115
F -3.04219 -0.44486 -4.31776
C -2.98897 -2.75728 -3.85310
C -2.52979 -3.78238 -3.05512
C -1.60625 -3.52812 -2.02450
N -3.92082 -3.03562 -4.88808
C -5.29357 -3.26982 -4.43532
C -6.19642 -3.46199 -5.65130
N -5.38735 -4.11848 -6.73499
C -4.31063 -3.18081 -7.26086
C -3.85634 -2.26791 -6.12321
H -3.34256 -7.12979 -0.79260
H -3.74320 -5.43793 -1.09292
H -2.93520 -5.90487 0.40348
H -1.65654 -6.19465 -2.38472
H -0.88724 -6.57145 -0.87472
H -0.00236 -5.09601 0.41497
H -1.26007 -0.16740 -2.47206
H -2.87893 -4.78327 -3.25634
H -5.69698 -2.43946 -3.84226
H -5.31360 -4.16272 -3.80772
H -6.54332 -2.52103 -6.07434
H -7.05919 -4.08737 -5.43413
H -5.99146 -4.42012 -7.50070
H -4.94005 -4.95664 -6.36163
H -4.75095 -2.63077 -8.09019
H -3.50898 -3.81572 -7.63092
H -4.45023 -1.34983 -6.09450
H -2.82679 -1.97005 -6.31537
C 2.85467 6.01846 1.02499
C 2.65082 4.53304 1.31698
C 3.53992 4.09942 2.48347
C 1.18884 4.20364 1.56906
C 0.45661 4.95741 2.48016
C -0.88741 4.70375 2.70918
C -1.53109 3.71193 1.98642
C -0.83720 2.94353 1.05453
C -1.57732 1.89970 0.23746
C -2.74284 2.51347 -0.53445
C -2.03885 0.74009 1.11833
C 0.54087 3.15719 0.89157
N 1.29141 2.25384 0.08381
C 1.51172 2.67007 -1.22771
C 1.03925 3.84894 -1.81648
C 1.31980 4.13994 -3.14660
C 2.07435 3.28452 -3.93480
C 2.58067 2.11113 -3.38061
C 2.29136 1.88065 -2.06568
F 2.81700 0.70649 -1.45084
H 3.88306 6.20092 0.71138
H 2.67405 6.63616 1.90540
H 2.19400 6.36498 0.23095
H 2.96082 3.97602 0.42907
H 3.23216 4.58260 3.41405
H 4.57951 4.37985 2.30576
H 3.52654 3.01497 2.64369
H 0.93867 5.77193 3.00610
H -1.44209 5.30907 3.41381
H -2.59317 3.55250 2.12922
H -0.87037 1.49544 -0.48905
H -3.49428 2.94529 0.12783
H -3.24065 1.75439 -1.14141
H -2.39607 3.30368 -1.20112
H -2.73584 1.07523 1.89052
H -1.18848 0.26595 1.62467
H -2.54035 -0.03416 0.53432
H 0.44365 4.53218 -1.22484
H 0.93668 5.06073 -3.56472
H 2.28434 3.52487 -4.96647
H 3.19066 1.41647 -3.94001
Se 5.24771 1.69587 0.50263
N 4.17511 0.50871 1.36627
C 4.87572 0.00483 2.37616
C 4.43835 -1.04609 3.25059
C 5.27109 -1.43425 4.24832
C 6.56028 -0.83160 4.46266
C 7.02477 0.13044 3.63647
C 6.19078 0.56644 2.54944
N 6.56142 1.46629 1.66582
H 3.52174 -1.57964 3.02540
H 4.98411 -2.25672 4.89141
H 7.16895 -1.18816 5.28148
H 8.00082 0.57975 3.74983
N 0.02303 0.45967 5.80899
C 0.57342 -0.83382 5.26009
C 0.56861 -0.79069 3.74390
N 1.30287 0.36716 3.19775
C 0.77490 1.62171 3.76398
C 0.79436 1.64390 5.27874
H 0.05131 0.45050 6.83069
H -0.96292 0.54973 5.54949
H -0.03761 -1.64657 5.64867
H 1.58295 -0.92436 5.66327
H -0.45983 -0.74624 3.37242
H 1.00179 -1.72108 3.37183
H 2.28340 0.26332 3.47355
H -0.23919 1.77284 3.38214
H 1.35005 2.46979 3.40261
H 0.33595 2.54635 5.67964
H 1.80217 1.54443 5.68569
*
```


Formula: C44H54N6O9S4SbY
Source: the OMol25 dataset
Level of theory: ωB97M-V/def2-TZVPD

Values from the calculation:
Strongest force on any atom (hartree/bohr): 0.0389
LUMO (eV): 3.85
E (eV): -124800.048
Kohn-Sham gap (eV): 6.457
E_HOMO (eV): -2.6

```
! RIJCOSX wB97M-V def2-TZVPD def2/J DEFGRID3
* xyz -2 1
Y 0.22565 -0.59590 0.30733
C 0.82305 -0.46030 -4.24997
O 1.37555 -1.75100 -4.44107
C 2.29895 -2.15920 -3.49717
C 3.45895 -2.71650 -3.98657
C 4.46495 -3.16100 -3.13207
C 4.27115 -3.06700 -1.77527
C 3.08555 -2.55220 -1.23337
C 2.85255 -2.69400 0.17143
N 1.76225 -2.32560 0.74983
N 1.56375 -2.83350 2.01583
C 0.30205 -2.74250 2.37293
O -0.63355 -2.21510 1.67843
C -0.04835 -3.44240 3.63643
C -1.34005 -3.35190 4.14803
C -1.69965 -4.07990 5.26803
C -0.77975 -4.91530 5.88283
C 0.51565 -4.99290 5.39313
C 0.87935 -4.25980 4.28013
C 2.05105 -2.05690 -2.08917
O 0.92835 -1.59980 -1.64627
H 0.75115 -0.00320 -5.24137
H 1.46105 0.15360 -3.61287
H -0.16975 -0.52750 -3.79707
H 3.57665 -2.79740 -5.05847
H 5.37335 -3.58310 -3.54387
H 5.04125 -3.39620 -1.09147
H 3.58705 -3.27090 0.74653
H -2.04915 -2.70700 3.65053
H -2.70165 -4.00150 5.67183
H -1.06785 -5.50890 6.74303
H 1.23725 -5.63430 5.88813
H 1.87985 -4.30900 3.88133
C -4.11925 -1.69070 -4.10917
C -3.23955 -2.86690 -3.74497
Sb -1.83875 -2.29450 -2.07537
C -3.27205 -2.76400 -0.45627
C -4.47015 -3.63340 -0.79027
C -0.93985 -4.32260 -1.93037
C -1.45135 -5.36470 -2.90707
H -4.65765 -1.85990 -5.04487
H -3.51805 -0.79010 -4.22087
H -4.85335 -1.50950 -3.32747
H -2.58955 -3.11000 -4.58457
H -3.85045 -3.74000 -3.53797
H -3.60495 -1.79900 -0.08257
H -2.66075 -3.22330 0.32243
H -5.11545 -3.13600 -1.51117
H -5.05745 -3.83980 0.10763
H -4.15975 -4.58760 -1.21237
H -1.10605 -4.64900 -0.90057
H 0.13155 -4.17950 -2.06067
H -2.52735 -5.48860 -2.80577
H -0.98115 -6.33390 -2.72397
H -1.23945 -5.06790 -3.93157
N -4.10055 6.33260 2.10373
C -3.03395 5.61870 2.63403
C -3.12285 5.06770 3.91123
C -2.04755 4.38140 4.44363
C -0.88575 4.24890 3.70653
C -0.77405 4.80330 2.44493
C -1.84615 5.48960 1.91133
S 0.48615 3.26900 4.31733
O 1.68485 4.05270 4.19463
O 0.17775 2.83670 5.66563
N 0.49775 2.03790 3.24873
C -0.58045 1.26010 3.24483
S -1.60595 1.08750 4.68583
C -2.66125 0.06700 3.75133
C -2.18045 -0.08560 2.50103
N -1.01275 0.56800 2.23183
H -4.99995 6.09770 2.49653
H -4.10195 6.37930 1.09693
H -4.04675 5.17050 4.46483
H -2.09285 3.91980 5.41663
H 0.14165 4.66150 1.89123
H -1.78385 5.91520 0.92173
H -3.54605 -0.35260 4.18823
H -2.64615 -0.63290 1.70013
O 2.20265 5.35010 -3.27437
S 3.08705 4.69010 -2.33827
O 3.81525 5.58970 -1.47197
N 2.32595 3.50110 -1.50887
C 2.80395 2.32790 -1.83057
S 2.35655 0.84480 -1.17947
C 3.89005 2.32730 -2.83747
C 4.57645 1.23320 -3.34497
C 5.61425 1.46470 -4.23237
C 5.95255 2.75760 -4.61387
C 5.24995 3.85090 -4.11947
C 4.22775 3.61050 -3.23337
H 4.30695 0.23740 -3.02767
H 6.18445 0.62760 -4.61327
H 6.78055 2.91620 -5.29167
H 5.50065 4.86230 -4.40437
C -1.26115 2.57920 -0.20537
C -1.94425 1.43960 -0.98657
C -1.61265 1.64150 -2.48047
C -3.48065 1.54910 -0.81077
O -1.52845 0.18930 -0.55947
H -1.49385 3.54510 -0.65017
H -0.17915 2.43470 -0.23927
H -1.57995 2.58090 0.83473
H -1.99365 2.59460 -2.84217
H -2.06555 0.83570 -3.05547
H -0.53385 1.61500 -2.61287
H -3.85795 2.49860 -1.18947
H -3.74075 1.47000 0.24293
H -3.95885 0.73460 -1.35337
C 2.76525 0.95610 3.87343
C 2.04645 1.25160 2.54983
C 2.62705 2.44920 1.80763
O 1.63305 0.26200 1.88833
H 2.64075 1.76940 4.58243
H 3.82615 0.82660 3.65563
H 2.38685 0.02620 4.29733
H 2.75505 3.29970 2.46893
H 2.00075 2.72660 0.96023
H 3.60005 2.14820 1.41153
*
```


Formula: C44H55BrIN2O4PSSi2W
Source: the OMol25 dataset
Level of theory: ωB97M-V/def2-TZVPD

Values from the calculation:
Strongest force on any atom (hartree/bohr): 0.0381
<S²>: 2.02
LUMO (alpha / beta) (eV): -6.42 / -6.25
E (eV): -173527.786
Kohn-Sham gap (alpha / beta) (eV): 6.589 / 6.757
E_HOMO (alpha / beta) (eV): -13.0 / -13.0

```
! RIJCOSX wB97M-V def2-TZVPD def2/J DEFGRID3
* xyz 2 3
W -0.06958 0.06785 0.62349
C -1.39730 -0.79609 3.73568
O -0.16990 -0.25298 3.21418
C 0.72415 0.04294 4.29949
C 1.11637 1.48619 4.37587
O 1.85544 1.79882 3.21858
C 2.53583 3.04358 3.32582
H -1.90119 -0.05892 4.35850
H -1.18916 -1.69910 4.31064
H -2.03070 -1.05405 2.89836
H 1.59940 -0.60847 4.21670
H 0.22482 -0.21540 5.23306
H 1.73132 1.63932 5.26895
H 0.22327 2.11597 4.44966
H 3.01509 3.23812 2.36730
H 1.83527 3.85399 3.54628
H 3.29158 3.00315 4.11607
I -0.25046 2.96599 0.53260
C 0.89183 3.80379 -1.02393
C 1.15132 5.13068 -0.82977
C 1.95248 5.84482 -1.73665
C 2.54080 5.17237 -2.76317
C 2.31731 3.78694 -2.95775
C 3.04873 3.11711 -3.96909
C 2.89632 1.78099 -4.16099
C 1.91540 1.09091 -3.42696
C 1.12218 1.70216 -2.48174
P -0.22004 0.62064 -1.82225
C -0.27539 -0.72702 -3.04736
C -0.01159 -2.04111 -2.69466
C -0.05473 -3.04611 -3.65813
C -0.37470 -2.73318 -4.96578
C -0.66268 -1.41588 -5.31969
C -0.61508 -0.41610 -4.36881
C -1.81892 1.41561 -2.23753
C -2.93680 0.57802 -2.23318
C -4.17103 1.05983 -2.63503
C -4.30582 2.38556 -3.02907
C -3.20065 3.22051 -3.03375
C -1.95583 2.73719 -2.64674
C 1.39880 3.06850 -2.13121
H 0.74288 5.63545 0.03891
H 2.11851 6.90498 -1.59137
H 3.20563 5.68278 -3.45157
H 3.74726 3.69361 -4.56579
H 3.48425 1.25173 -4.89974
H 1.77323 0.04469 -3.65066
H 0.22206 -2.27717 -1.66782
H 0.15369 -4.07239 -3.38300
H -0.41031 -3.51309 -5.71725
H -0.92551 -1.17244 -6.34175
H -0.83855 0.60791 -4.64598
H -2.83124 -0.45943 -1.93658
H -5.02989 0.39949 -2.65683
H -5.27154 2.76370 -3.34383
H -3.29580 4.25139 -3.35309
H -1.09868 3.39499 -2.69053
C -1.29462 -4.35047 2.23254
Si -1.51282 -3.14010 0.81401
C -1.83056 -4.02551 -0.80259
C -3.21481 -2.39996 1.09269
C 0.10876 -2.04727 0.91605
Si 1.63569 -3.15310 0.45511
C 1.26866 -4.91065 -0.09332
C 2.55643 -3.32858 2.08062
C 2.86135 -2.55827 -0.84556
H -1.99873 -5.18138 2.11743
H -1.51587 -3.86556 3.18986
H -0.28897 -4.77345 2.30270
H -2.64203 -4.73516 -0.60241
H -0.99223 -4.59365 -1.19624
H -2.18240 -3.34618 -1.58078
H -3.86424 -3.25425 1.31649
H -3.59057 -1.93643 0.17763
H -3.34051 -1.68918 1.90544
H 0.22732 -2.05023 2.00900
H 0.40365 -5.36897 0.38620
H 2.14483 -5.51622 0.16497
H 1.13774 -4.98495 -1.17706
H 1.96609 -3.93085 2.78114
H 2.77722 -2.37485 2.56879
H 3.50528 -3.85091 1.91927
H 2.41750 -2.00971 -1.67790
H 3.33589 -3.45631 -1.25767
H 3.65381 -1.94199 -0.41830
C 5.26579 0.46428 -0.88882
N 4.93784 0.31501 0.52952
C 5.84244 0.12049 1.56324
C 5.13328 0.04548 2.70657
N 3.80709 0.18905 2.34683
C 3.69524 0.35233 1.02639
S 2.31837 0.55009 0.02214
H 6.34556 0.44856 -0.99891
H 4.87343 1.40744 -1.26664
H 4.82961 -0.35144 -1.46427
H 6.90373 0.05405 1.39226
H 5.45491 -0.09580 3.72483
H 3.01747 0.28590 2.96253
Br -8.67569 1.38128 2.31149
C -6.81041 1.30690 2.09702
C -6.27771 0.61450 1.01834
C -4.90470 0.55582 0.86584
C -4.06636 1.18179 1.78502
C -4.61892 1.88427 2.85647
C -5.98985 1.94876 3.01549
C -2.60321 1.12392 1.67044
O -1.88460 1.80472 2.38653
O -2.04908 0.30129 0.76696
H -6.93531 0.12662 0.31093
H -4.47877 0.03880 0.01930
H -3.96156 2.37988 3.55977
H -6.42261 2.49676 3.84153
*
```


Formula: C44H55N2O
Source: the OMol25 dataset
Level of theory: ωB97M-V/def2-TZVPD

Values from the calculation:
Strongest force on any atom (hartree/bohr): 0.0057
LUMO (eV): -3.14
E (eV): -51540.854
Kohn-Sham gap (eV): 7.360
E_HOMO (eV): -10.5

```
! RIJCOSX wB97M-V def2-TZVPD def2/J DEFGRID3
* xyz 1 1
N 4.85737 -1.04677 1.44502
C 3.82079 -0.07554 1.08788
C 2.44511 -0.43359 1.63790
C 1.33902 0.49560 1.12389
C 0.06333 -0.25010 0.73152
C -1.08923 0.71105 0.41676
C -2.09452 0.85673 1.54070
N -2.81771 -0.44469 1.75771
C -3.32327 -1.10930 0.49687
C -2.44053 -0.86358 -0.73692
O -1.81186 0.39455 -0.76389
H 5.18890 -1.54903 0.63087
H 4.49337 -1.75916 2.06801
H 4.12218 0.89671 1.49391
H 3.75829 0.02209 -0.00113
H 2.21855 -1.47057 1.36285
H 2.48420 -0.39759 2.73067
H 1.69596 1.04234 0.24609
H 1.09594 1.25259 1.87702
H -0.18372 -0.94560 1.54689
H 0.25956 -0.86918 -0.14569
H -0.68245 1.70712 0.23650
H -1.61745 1.13095 2.48094
H -2.85429 1.59596 1.29072
H -3.61893 -0.26031 2.36350
H -2.21493 -1.09061 2.26811
H -3.34947 -2.17712 0.70786
H -4.34960 -0.78022 0.34913
H -3.09363 -0.88616 -1.60825
H -1.71809 -1.67873 -0.84705
C -8.43405 -0.37244 -0.64382
C -7.09954 -0.75009 -0.70509
C -6.75935 -2.09573 -0.68524
C -7.74729 -3.06751 -0.60644
C -9.08057 -2.68775 -0.54516
C -9.42327 -1.34204 -0.56355
H -8.70283 0.67541 -0.68037
H -6.33173 0.01073 -0.80048
H -5.71948 -2.39655 -0.75439
H -7.48095 -4.11632 -0.59919
H -9.85460 -3.44162 -0.49093
H -10.46419 -1.04939 -0.52778
C 4.05792 -2.79942 -1.68706
C 5.44613 -2.83581 -1.66861
C 6.10666 -4.05508 -1.60350
C 5.38067 -5.23678 -1.56018
C 3.99310 -5.20004 -1.57676
C 3.33156 -3.98141 -1.63981
H 3.54265 -1.84782 -1.75036
H 6.01335 -1.91268 -1.71133
H 7.18841 -4.08592 -1.59254
H 5.89638 -6.18684 -1.51411
H 3.42795 -6.12255 -1.54644
H 2.24905 -3.95544 -1.66230
C -7.15684 -1.41886 -6.98619
C -6.75507 -2.28508 -5.97861
C -7.09679 -2.01934 -4.65975
C -7.84150 -0.88957 -4.34796
C -8.24433 -0.02502 -5.35631
C -7.90119 -0.28932 -6.67514
H -6.89325 -1.62631 -8.01515
H -6.18102 -3.16965 -6.22343
H -6.79107 -2.69707 -3.87174
H -8.10337 -0.68955 -3.31717
H -8.82928 0.85368 -5.11575
H -8.21631 0.38382 -7.46183
C -4.92988 2.52700 3.43551
C -5.44029 2.84554 2.18375
C -5.77117 4.16058 1.88756
C -5.59104 5.14906 2.84480
C -5.08139 4.82689 4.09545
C -4.74798 3.51344 4.39420
H -4.68742 1.49610 3.67967
H -5.59887 2.07138 1.44027
H -6.17644 4.41323 0.91668
H -5.85293 6.17367 2.61686
H -4.94631 5.60041 4.83957
H -4.35473 3.26108 5.37014
C 6.23678 5.53341 2.53643
C 6.21435 4.43538 3.38555
C 6.29362 3.15204 2.86203
C 6.39678 2.96868 1.48968
C 6.42015 4.06633 0.64018
C 6.33948 5.34918 1.16426
H 6.18023 6.53421 2.94479
H 6.14231 4.58024 4.45589
H 6.28220 2.29309 3.52172
H 6.46141 1.96544 1.08660
H 6.50861 3.92218 -0.42921
H 6.36216 6.20617 0.50349
C 11.09949 -0.80753 0.53104
C 10.57186 0.34863 1.09198
C 9.20658 0.58905 1.02284
C 8.37584 -0.31938 0.38506
C 8.90394 -1.46672 -0.18651
C 10.26680 -1.71771 -0.10699
H 12.16328 -0.99873 0.58876
H 11.22325 1.05684 1.58728
H 8.78214 1.47988 1.46677
H 7.30901 -0.13610 0.34346
H 8.24751 -2.17285 -0.67908
H 10.68209 -2.61517 -0.54718
*
```